Computed, not measured: a molecular structure, C8H8N5O in a non-equilibrium geometry, with ωB97M-V/def2-TZVPD.

Geometry as XYZ:
```
22
Properties=species:S:1:pos:R:3:forces:R:3:lowdin_charge:R:1
C -2.6225 1.6511 -0.5368 -3.9514 0.1036 -0.4146 -0.16
C -2.9093 0.3866 -0.0672 0.6278 -1.1014 1.5555 -0.10
C -1.3511 2.0605 -0.7415 0.3310 1.9199 -0.0979 -0.14
C -1.8391 -0.4815 0.2324 -0.2267 -0.4317 -1.2978 -0.06
C -0.3662 1.2230 -0.4198 5.5439 -0.1888 -0.9077 -0.05
C -0.5237 -0.1006 -0.0095 0.3706 0.6209 0.6421 -0.21
C 3.1562 0.5957 0.7455 -0.7933 -0.7306 1.4383 -0.46
C 0.3182 -2.2345 0.7305 0.5135 -1.7260 0.9664 -0.09
N 3.8328 0.6781 -0.3303 0.0473 0.0112 -0.2608 -0.02
N 3.3842 -0.0839 -1.4021 -0.7256 -0.6391 0.5094 -0.12
N 2.3334 -0.7557 -1.1556 -0.7091 0.0750 -1.0890 -0.08
N 1.8378 -0.6268 0.0724 4.0127 2.9437 0.5179 -0.10
N 0.5541 -0.9153 0.2961 -0.8369 0.2669 -0.3053 -0.19
O 3.2143 0.8960 1.9246 -0.6433 -0.3228 -1.3425 -0.03
H -3.4893 2.2467 -0.8725 0.5563 0.0744 0.5083 0.10
H -3.8765 0.0212 0.3548 0.4344 0.6547 -1.2208 0.11
H -1.0887 3.0947 -1.0206 -0.3596 -0.6868 -0.1773 0.12
H -1.9927 -1.5446 0.2415 -0.6407 -0.2397 0.9793 0.07
H 0.7266 1.5566 -0.6611 -2.0104 -0.6167 0.7307 0.14
H -0.4879 -2.5992 0.0728 0.8933 -1.1950 -0.1283 0.06
H 1.3676 -2.8006 0.8279 -2.7538 1.0763 -0.6948 0.14
H -0.1783 -2.2678 1.7187 0.3198 0.1322 0.0889 0.07
```
Forces are in eV/Å.

As for the net charge: -1. The highest occupied orbital energy is -0.145 Eh. As for the spin multiplicity: 1. The energy relative to the best compared isomer or geometry (same formula, charge and spin) comes out at 1.302 eV.

Computed, not measured: a gas-phase ion, C8H8NO4S (charge -1) in a non-equilibrium geometry, with ωB97M-V/def2-TZVPD.

Geometry as XYZ:
```
22
Properties=species:S:1:pos:R:3:forces:R:3:lowdin_charge:R:1
C -0.5142 -0.7169 2.5269 -1.7936 0.4433 -2.5273 -0.01
C -1.7677 -0.7316 1.7560 2.6356 0.3847 0.4999 -0.02
C 0.4749 -0.5659 1.6070 -0.2395 -0.8393 1.7766 -0.35
C -1.4063 -0.6004 0.4685 -1.8496 -1.7764 -1.1723 -0.40
C 0.6904 -0.1367 -0.7735 0.3004 -0.7788 -2.1658 -0.18
C 0.4028 1.1361 -1.2630 1.5931 1.3374 -0.3067 -0.38
C 1.5948 -1.0686 -1.5856 -2.0662 0.8304 3.8503 -0.88
C -0.5071 2.0871 -0.5131 1.5213 -1.5970 4.4283 0.00
N -0.0571 -0.6042 0.3511 1.8882 0.8989 -0.9532 0.02
O 2.1851 -0.5664 -2.5928 0.3401 0.7012 -1.5310 0.02
O 1.7971 -0.4813 1.8909 -1.7857 0.9847 2.0525 0.09
O -2.2617 -0.6110 -0.6296 0.2006 0.2397 -0.0858 0.03
O 1.0232 1.6521 -2.2850 -0.7880 -1.1975 0.7420 -0.09
S 1.8995 -2.5704 -0.9747 0.2903 -1.0361 -0.0503 0.59
H -0.5133 -0.7278 3.5538 0.5460 -0.0902 2.0635 0.06
H -2.7202 -0.8166 2.1401 -1.8099 -0.1937 0.5946 0.07
H 0.0950 2.8123 0.2413 -1.1977 -1.9065 -1.6713 0.14
H -0.9598 2.6801 -1.1783 -1.6647 2.3703 -2.6358 0.01
H -1.3124 1.5206 0.0553 1.1458 1.0441 -0.4504 0.08
H 2.2375 -0.7095 1.1273 1.9917 -0.9576 -2.9229 0.02
H -2.1547 -1.3470 -1.2629 0.5269 0.3575 0.8417 0.12
H 1.7743 0.3660 -2.6597 0.2150 0.7806 -0.3767 0.06
```
Forces are in eV/Å.

The SMILES is C/C([O-])=C(/C(O)=S)n1c(O)ccc1O. As for the net charge: -1. The highest occupied orbital energy is -0.157 Eh. As for the spin multiplicity: 1. The energy relative to the best compared isomer or geometry (same formula, charge and spin) comes out at 0.326 eV.